ORCA calculation (wB97M-V/def2-TZVPD) on a molecular structure, C46H49AsBrN4O2P2Pd.

E_tot	-211465.136	eV
LUMO (alpha / beta)	-12.310 / -12.403	eV
HOMO-LUMO gap (alpha / beta)	0.111 / 0.103	hartree
highest occupied orbital energy (alpha / beta)	-15.32 / -15.20	eV
net charge	+3

The geometry in XYZ format:
```
106
C46H49AsBrN4O2P2Pd wB97M-V/def2-TZVPD
Pd 0.861 -0.490 -0.145
C -2.064 1.726 -1.171
N -1.637 2.736 -0.268
C -0.766 2.406 0.828
P -0.710 0.618 1.444
C -0.134 0.960 3.131
C 1.220 1.263 3.281
C 1.747 1.464 4.540
C 0.920 1.383 5.653
C -0.430 1.103 5.503
C -0.963 0.874 4.246
C -2.441 0.090 1.586
C -2.676 -1.279 1.465
C -3.936 -1.796 1.700
C -4.979 -0.944 2.029
C -4.756 0.422 2.120
C -3.496 0.950 1.900
C -2.003 4.055 -0.437
C -3.262 4.388 -0.976
C -3.646 5.705 -1.088
C -2.783 6.728 -0.700
C -1.527 6.415 -0.182
C -1.143 5.101 -0.035
P -0.637 0.638 -1.813
C 0.457 1.871 -2.573
C 0.111 2.637 -3.685
C 1.055 3.477 -4.252
C 2.328 3.574 -3.707
C 2.656 2.862 -2.561
C 1.722 2.011 -1.999
C -1.484 -0.260 -3.128
C -0.991 -0.263 -4.435
C -1.664 -0.977 -5.408
C -2.787 -1.720 -5.079
C -3.231 -1.786 -3.763
C -2.582 -1.057 -2.787
H -2.514 2.183 -2.056
H -2.781 1.034 -0.703
H -1.016 3.048 1.685
H 0.286 2.618 0.558
H 1.850 1.339 2.404
H 2.796 1.682 4.665
H 1.327 1.548 6.638
H -1.070 1.048 6.370
H -2.013 0.644 4.133
H -1.848 -1.919 1.194
H -4.114 -2.857 1.634
H -5.964 -1.342 2.219
H -5.574 1.077 2.376
H -3.343 2.017 1.975
H -3.963 3.608 -1.225
H -4.632 5.947 -1.452
H -3.084 7.759 -0.798
H -0.845 7.206 0.092
H -0.157 4.878 0.340
H -0.877 2.564 -4.118
H 0.802 4.052 -5.130
H 3.068 4.208 -4.172
H 3.636 2.966 -2.120
H 1.958 1.425 -1.098
H -0.102 0.299 -4.690
H -1.308 -0.960 -6.426
H -3.322 -2.246 -5.853
H -4.080 -2.405 -3.515
H -2.916 -1.103 -1.756
Br 0.136 -2.900 4.393
C -0.480 -4.015 2.983
C -1.132 -5.218 3.227
C -1.547 -5.956 2.129
C -1.352 -5.469 0.841
C -0.711 -4.244 0.728
N -0.274 -3.561 1.762
C -0.502 -3.586 -0.674
O -0.958 -4.148 -1.637
O 0.162 -2.520 -0.611
H -1.298 -5.566 4.236
H -2.038 -6.908 2.279
H -1.670 -6.001 -0.041
C 3.815 -2.894 3.984
C 3.635 -1.915 2.897
C 4.457 -0.871 2.486
C 3.794 -0.238 1.435
N 2.625 -0.852 1.219
N 2.550 -1.869 2.100
C 4.213 0.955 0.656
H 4.843 -2.889 4.335
H 3.557 -3.901 3.662
H 3.170 -2.643 4.828
H 5.405 -0.605 2.906
H 1.724 -2.459 2.126
H 5.226 1.245 0.923
H 3.557 1.799 0.878
H 4.171 0.749 -0.416
C 3.915 -0.811 -2.963
As 2.396 -1.667 -2.036
C 3.302 -3.193 -1.213
C 1.540 -2.525 -3.572
H 4.289 -1.512 -3.710
H 4.719 -0.584 -2.264
H 3.601 0.103 -3.467
H 3.782 -3.783 -1.999
H 2.580 -3.826 -0.696
H 4.063 -2.860 -0.504
H 2.280 -3.192 -4.021
H 1.247 -1.784 -4.314
H 0.663 -3.096 -3.272
```

Here are the Löwdin charges for atoms 1 to 99, given in e: 0.517, -0.222, -0.096, -0.260, 1.059, -0.371, -0.109, -0.046, -0.032, -0.044, -0.075, -0.396, -0.085, -0.033, -0.029, -0.043, -0.098, -0.194, 0.029, -0.015, 0.019, -0.012, 0.025, 1.101, -0.374, -0.081, -0.031, -0.023, -0.055, -0.151, -0.354, -0.094, -0.032, -0.005, -0.022, -0.071, 0.117, 0.099, 0.126, 0.106, 0.071, 0.118, 0.123, 0.123, 0.107, 0.067, 0.120, 0.124, 0.121, 0.113, 0.126, 0.131, 0.134, 0.131, 0.122, 0.118, 0.126, 0.127, 0.119, 0.037, 0.104, 0.126, 0.128, 0.127, 0.107, 0.818, -0.711, -0.068, -0.014, 0.028, -0.195, 0.044, -0.629, 0.102, -0.229, 0.116, 0.127, 0.128, -0.015, -0.272, 0.044, -0.359, -0.048, 0.065, -0.016, 0.097, 0.095, 0.065, 0.126, 0.089, 0.099, 0.074, 0.051, -0.241, 1.166, -0.236, -0.225, 0.052, 0.030